(1)
A molecular structure, C18H54F6K2N3O36P6S6, computed with ωB97M-V/def2-TZVPD.

XYZ file:
```
131
Properties=species:S:1:pos:R:3:lowdin_charge:R:1
K -3.81 1.78 -0.32 0.864
K -0.22 4.78 0.21 0.907
S 2.74 6.39 -3.77 0.448
S 0.59 -0.24 0.94 0.575
S 1.57 8.26 -2.77 0.599
S -4.78 1.93 -5.13 0.383
S -6.01 3.47 -3.88 0.604
S 0.42 0.22 -1.35 0.394
P -1.97 -4.25 -9.03 0.515
P -2.02 -8.17 -2.34 0.520
P 5.10 5.04 7.19 0.466
P -6.25 -2.90 0.65 0.530
P 9.10 1.73 -0.95 0.477
P -2.73 3.24 9.34 0.461
F -3.35 1.26 -4.99 -0.212
F 0.16 1.46 -2.30 -0.202
F 2.29 4.94 -4.30 -0.228
F -5.54 4.98 -3.56 -0.215
F -0.40 0.02 2.19 -0.229
F 0.46 8.31 -1.59 -0.251
O 7.72 2.61 -1.05 -0.244
O -6.88 3.73 -5.06 -0.283
O -2.30 2.26 8.15 -0.205
O -1.51 -3.06 -8.04 -0.205
O 1.88 0.08 -1.53 -0.291
O -6.40 -3.70 -0.77 -0.217
O 4.01 6.07 -3.08 -0.323
O -0.49 -5.01 -9.30 -0.257
O -4.20 2.63 9.68 -0.238
O 0.28 -1.65 0.74 -0.271
O 8.48 0.32 -0.46 -0.239
O 10.27 2.32 -0.25 -0.249
O -3.02 -5.18 -8.54 -0.258
O -1.22 -8.85 -3.57 -0.226
O 0.87 8.98 -3.85 -0.299
O -2.43 -3.39 -10.35 -0.199
O 6.31 4.30 7.99 -0.230
O -1.51 -8.86 -0.95 -0.213
O 2.83 8.78 -2.21 -0.297
O -5.63 0.75 -4.89 -0.315
O 3.98 3.90 6.90 -0.212
O -6.65 3.09 -2.63 -0.327
O -1.46 -6.64 -2.33 -0.220
O -1.72 3.20 10.45 -0.243
O -4.71 2.41 -6.53 -0.302
O -3.54 -8.24 -2.44 -0.268
O 1.89 0.13 1.42 -0.271
O -5.83 -1.46 0.59 -0.282
O 5.50 5.89 6.07 -0.211
O -3.10 4.68 8.64 -0.247
O -7.69 -3.22 1.37 -0.213
O 2.85 7.04 -5.07 -0.294
O -5.11 -3.77 1.48 -0.227
O 4.36 5.97 8.33 -0.223
O 9.49 1.30 -2.49 -0.233
O -0.42 -0.86 -1.95 -0.315
N -0.11 0.92 -0.15 -0.301
N -4.44 2.85 -4.06 -0.277
N 1.47 6.57 -2.93 -0.309
C -0.13 -6.38 -2.19 -0.164
C -4.42 -3.10 2.57 -0.098
C -1.55 -8.06 0.19 -0.138
C -5.37 -3.60 -1.75 -0.085
C -0.28 -6.08 -10.21 -0.109
C -3.58 5.73 9.47 -0.108
C -5.32 2.68 8.73 -0.069
C 7.54 4.05 7.41 -0.123
C 10.68 1.80 -3.14 -0.101
C 3.92 5.47 9.56 -0.129
C 7.39 -0.39 -1.08 -0.079
C 4.04 3.26 5.70 -0.156
C -1.18 -3.49 -6.71 -0.106
C -2.84 -4.16 -11.46 -0.149
C -1.40 -8.52 -4.90 -0.131
C -0.95 2.38 7.79 -0.142
C -8.40 -2.25 2.08 -0.141
C 7.02 2.98 0.15 -0.093
H -2.42 -8.38 0.76 0.094
H -2.18 -7.77 -5.03 0.089
H 3.21 3.44 5.02 0.093
H 5.94 2.87 0.04 0.093
H -2.09 -4.58 -12.12 0.081
H -1.90 -9.25 -5.53 0.093
H -3.51 -3.61 -12.11 0.088
H 0.49 -5.68 -10.87 0.086
H -4.99 -4.60 -1.92 0.093
H 0.20 -5.58 -2.84 0.095
H 4.11 2.20 5.95 0.097
H -1.75 -6.99 0.10 0.087
H 4.09 4.39 9.66 0.084
H 0.57 -7.18 -2.42 0.097
H -5.21 3.48 8.00 0.077
H -8.83 -1.50 1.41 0.093
H -1.15 -6.31 -10.84 0.075
H -0.43 -8.16 -5.27 0.098
H -3.81 5.43 10.50 0.092
H -9.12 -2.63 2.80 0.093
H 11.18 2.69 -2.76 0.079
H -0.60 -8.23 0.70 0.097
H -0.11 -3.34 -6.58 0.091
H 4.45 6.02 10.33 0.092
H 10.49 1.97 -4.20 0.085
H 0.15 -6.86 -9.58 0.090
H -1.36 -4.53 -6.47 0.076
H 4.95 3.56 5.19 0.080
H 7.29 3.97 0.52 0.088
H 8.15 4.88 7.74 0.093
H -0.28 2.05 8.59 0.087
H 0.06 -5.95 -1.20 0.092
H -5.37 1.70 8.25 0.091
H -4.54 -3.61 3.53 0.082
H -0.66 3.39 7.49 0.091
H 7.54 3.96 6.32 0.094
H -0.68 1.67 7.02 0.089
H -5.79 -3.31 -2.70 0.096
H -2.74 6.41 9.53 0.087
H -4.35 6.36 9.02 0.089
H -7.69 -1.67 2.66 0.074
H 6.79 -1.04 -0.45 0.088
H -1.75 -2.89 -6.00 0.097
H -4.92 -2.15 2.73 0.063
H -4.58 -2.89 -1.46 0.086
H 7.43 2.34 0.93 0.075
H 7.87 3.18 7.98 0.094
H -3.35 -2.95 2.48 0.088
H 7.70 -0.87 -2.01 0.088
H -3.51 -4.96 -11.15 0.083
H 2.85 5.65 9.55 0.091
H -6.19 3.02 9.29 0.088
H 11.46 1.05 -2.97 0.083
H 6.59 0.31 -1.35 0.081
```

Values from the calculation:
electronic energy	-267428.50673	eV
F_max	13.6	eV/Å
total charge	-1
gap between HOMO and LUMO	6.29	eV
highest occupied orbital energy	-7.497	eV

(2)
A molecular structure, C18H54KO24P6, computed with ωB97M-V/def2-TZVPD.

XYZ file:
```
103
Properties=species:S:1:pos:R:3:lowdin_charge:R:1
K 0.37 0.63 -0.03 0.746
P 0.50 0.71 -4.25 0.327
P 2.70 -2.86 -0.25 0.351
P -0.59 4.46 0.59 0.300
P -1.43 -1.70 2.86 0.329
P -3.52 -0.07 -0.95 0.329
P 3.59 0.60 2.88 0.328
O -0.57 -2.70 3.72 -0.198
O 3.95 -2.85 0.70 -0.219
O 2.17 -4.36 -0.24 -0.205
O -2.06 -0.09 -0.92 -0.280
O 0.56 1.83 -5.34 -0.196
O -4.11 -0.44 -2.35 -0.209
O -2.63 -1.38 3.82 -0.185
O -0.65 -0.59 2.34 -0.229
O 5.10 0.95 2.59 -0.197
O -0.78 -0.11 -4.68 -0.193
O 3.66 -0.87 3.44 -0.187
O 2.67 0.82 1.76 -0.241
O -4.18 1.33 -0.64 -0.192
O 0.52 1.13 -2.85 -0.250
O 1.72 -0.20 -4.63 -0.207
O -1.76 4.31 -0.43 -0.229
O -1.29 5.00 1.88 -0.191
O 3.35 -2.77 -1.69 -0.197
O -2.15 -2.57 1.76 -0.222
O 0.20 3.26 0.81 -0.252
O 1.75 -1.79 0.06 -0.252
O 0.23 5.66 -0.01 -0.191
O -4.19 -1.05 0.09 -0.215
O 3.31 1.43 4.19 -0.189
C 5.10 -3.66 0.45 -0.060
C 3.43 2.85 4.15 -0.087
C -4.54 -2.40 -0.19 -0.074
C -2.25 6.08 1.83 -0.062
C -0.28 3.00 -5.27 -0.049
C 2.51 -2.91 -2.84 -0.068
C -5.54 -0.38 -2.54 -0.065
C -3.64 -0.48 3.36 -0.072
C -1.07 -1.35 -4.03 -0.075
C -1.31 -3.10 0.72 -0.078
C 1.01 6.54 0.78 -0.084
C 1.92 -5.03 1.00 -0.074
C 5.70 0.34 1.44 -0.072
C -3.66 2.16 0.41 -0.061
C -1.12 -3.94 4.16 -0.065
C 2.44 -1.60 3.62 -0.075
C 1.85 -0.78 -5.93 -0.070
C -1.56 3.62 -1.66 -0.074
H 4.88 -4.71 0.62 0.089
H -0.47 -1.47 -3.12 0.073
H -3.72 3.19 0.06 0.087
H -4.25 -3.00 0.68 0.084
H -0.76 -4.14 5.17 0.096
H 2.88 -1.10 -6.06 0.093
H 1.58 -1.01 3.33 0.061
H -0.26 -3.04 0.99 0.061
H 3.06 -2.50 -3.68 0.087
H 5.15 -0.55 1.12 0.066
H -4.31 2.06 1.29 0.098
H 6.72 0.06 1.70 0.093
H 0.46 7.46 1.01 0.088
H 3.99 3.19 5.02 0.091
H 5.45 -3.51 -0.58 0.091
H -2.63 1.90 0.68 0.085
H 1.17 -1.62 -6.04 0.087
H 5.73 1.04 0.61 0.094
H 1.65 -0.03 -6.70 0.092
H 1.29 6.09 1.73 0.094
H -2.21 -3.93 4.16 0.089
H 2.11 -4.39 1.87 0.076
H -5.79 0.51 -3.11 0.096
H 0.27 3.83 -5.71 0.095
H -5.61 -2.50 -0.34 0.094
H -1.76 6.99 2.18 0.089
H -2.63 6.21 0.82 0.089
H 2.28 -3.97 -3.00 0.096
H 5.88 -3.31 1.12 0.096
H -2.11 -1.36 -3.72 0.074
H 1.59 -2.33 -2.75 0.069
H 2.44 3.30 4.19 0.089
H -3.88 0.21 4.16 0.097
H -0.92 -2.16 -4.73 0.093
H -2.18 2.73 -1.70 0.080
H 2.46 -2.50 3.01 0.062
H -6.10 -0.38 -1.60 0.088
H 0.89 -5.37 1.03 0.083
H 2.38 -1.88 4.67 0.097
H -3.07 5.85 2.50 0.093
H -1.59 -4.13 0.51 0.099
H -1.45 -2.50 -0.18 0.080
H 3.99 3.20 3.29 0.086
H -5.82 -1.26 -3.12 0.097
H -0.77 -4.75 3.52 0.087
H -1.87 4.27 -2.48 0.099
H 1.90 6.82 0.23 0.093
H -0.52 3.22 -4.24 0.062
H -1.17 2.83 -5.87 0.097
H 2.61 -5.87 1.07 0.094
H -3.36 0.04 2.45 0.059
H -4.56 -1.04 3.15 0.097
H -3.98 -2.78 -1.05 0.098
H -0.51 3.37 -1.82 0.079
```

Values from the calculation:
electronic energy	-140752.71188	eV
F_max	0.9	eV/Å
total charge	+1
gap between HOMO and LUMO	10.41	eV
highest occupied orbital energy	-11.975	eV

(3)
9 unconnected molecules or ions with the total composition C18H54O18, computed with ωB97M-V/def2-TZVPD.

XYZ file:
```
90
Properties=species:S:1:pos:R:3:lowdin_charge:R:1
O -6.47 0.56 0.88 -0.064
O 6.37 5.71 0.79 -0.071
O 3.91 -1.19 2.72 -0.045
O 3.04 -6.34 -5.60 -0.081
O -6.70 0.42 3.54 -0.040
O 3.86 6.66 -1.83 -0.037
O -4.76 -5.25 2.87 -0.065
O -0.22 0.27 -1.85 -0.060
O 4.18 4.02 1.54 -0.093
O 6.82 -1.54 2.58 -0.088
O -4.34 -2.22 -8.50 -0.055
O -2.27 2.68 6.48 -0.071
O 2.74 -4.06 -3.52 -0.061
O 0.01 2.43 4.72 -0.061
O -2.10 -1.92 -6.83 -0.066
O -5.35 -7.61 4.62 -0.053
O 4.61 3.83 -2.58 -0.079
O -2.74 -0.78 -1.99 -0.083
C -1.74 3.75 5.67 -0.225
C -1.94 -2.73 -8.04 -0.229
C -6.03 -5.57 3.32 -0.284
C -0.84 0.00 -0.67 -0.296
C 4.31 6.22 -3.04 -0.268
C -3.18 -2.99 -8.84 -0.239
C 5.00 4.75 2.55 -0.183
C -6.85 1.60 2.83 -0.303
C -1.88 -1.11 -0.88 -0.197
C -5.96 -6.29 4.61 -0.248
C 1.80 -5.87 -5.02 -0.199
C 5.60 6.03 1.96 -0.227
C -6.00 1.70 1.58 -0.239
C 4.77 -0.62 3.64 -0.274
C 6.17 -0.33 2.99 -0.211
C -1.07 3.25 4.35 -0.255
C 3.96 4.69 -3.48 -0.211
C 2.09 -5.31 -3.61 -0.263
H -5.00 1.52 1.98 0.110
H 4.96 6.91 1.88 0.117
H 6.30 6.39 2.72 0.109
H -7.59 0.16 3.80 0.091
H -3.99 -1.64 -7.82 0.058
H -5.92 2.64 1.04 0.120
H 4.43 4.97 3.45 0.113
H -5.57 -5.74 5.47 0.124
H 5.40 6.16 -3.03 0.111
H 3.56 3.44 1.99 0.065
H -2.28 -0.75 -2.83 0.078
H -1.23 0.98 -0.40 0.114
H 7.32 5.78 0.88 0.085
H 2.71 -6.02 -3.05 0.108
H 4.63 6.53 -1.27 0.073
H -0.05 -0.13 0.08 0.118
H 7.70 -1.43 2.21 0.079
H 4.14 6.86 -3.91 0.107
H 4.31 0.32 3.96 0.115
H -5.81 0.20 0.28 0.086
H 1.59 -4.96 -5.58 0.110
H -3.45 -4.04 -8.68 0.112
H -6.55 -4.62 3.32 0.120
H 2.95 -3.73 -2.64 0.087
H -6.54 -6.07 2.49 0.129
H -4.43 -7.35 4.67 0.074
H -0.88 4.22 6.15 0.114
H -1.85 2.72 3.80 0.108
H 4.19 -2.10 2.62 0.091
H -7.89 1.72 2.52 0.126
H -2.86 2.98 7.18 0.086
H -1.59 -3.71 -7.72 0.110
H -0.43 1.91 5.39 0.070
H -1.68 -1.15 -7.22 0.079
H 1.27 -5.43 -2.90 0.108
H 0.61 0.67 -1.60 0.096
H -2.90 -2.86 -9.89 0.113
H 3.21 -6.10 -6.51 0.077
H -7.03 -6.46 4.78 0.117
H 0.97 -6.57 -5.06 0.114
H 5.81 4.05 2.77 0.108
H -2.46 -1.29 0.03 0.118
H 5.83 0.21 2.10 0.108
H 4.55 4.70 -4.40 0.103
H 6.91 0.20 3.59 0.112
H 2.93 4.40 -3.67 0.108
H 4.44 4.14 -1.68 0.068
H -1.04 -2.39 -8.56 0.117
H -2.52 4.42 5.33 0.114
H -0.74 4.06 3.70 0.120
H 4.90 -1.19 4.55 0.114
H -4.34 -4.72 3.55 0.086
H -6.41 2.38 3.45 0.113
H -1.41 -2.00 -1.29 0.115
```

Values from the calculation:
electronic energy	-56386.93201	eV
F_max	3.4	eV/Å
gap between HOMO and LUMO	9.83	eV
highest occupied orbital energy	-9.618	eV
structure (SMILES)	OCCO.OCCO.OCCO.OCCO.OCCO.OCCO.OCCO.OCCO.OCCO

(4)
8 unconnected molecules or ions with the total composition C18H55N5O12, computed with ωB97M-V/def2-TZVPD.

XYZ file:
```
90
Properties=species:S:1:pos:R:3:lowdin_spin:R:1
O 2.32 -2.90 -0.04 0.008
O -0.36 -0.95 0.21 0.002
O 0.21 5.03 1.26 0.000
O 0.32 0.97 -0.51 0.002
O 5.87 3.28 0.76 0.000
O -0.48 -2.52 3.82 0.000
O 3.49 -1.49 2.05 0.000
O -2.00 4.87 -0.60 0.002
O -0.09 1.86 -3.04 0.009
O -1.62 -0.14 -4.77 0.237
O 1.37 -0.05 0.95 0.001
O -3.36 -0.65 -1.38 0.017
N 2.29 3.27 1.58 0.000
N -1.36 -3.89 1.32 0.001
N -0.48 -1.38 -2.54 0.015
N 0.44 -0.01 0.21 0.001
N -2.45 -3.09 -2.92 0.028
C -2.24 -3.70 2.45 0.001
C -0.73 3.93 1.31 0.000
C -1.42 1.83 -3.48 0.017
C -2.36 -4.98 3.31 0.000
C 3.56 5.19 1.26 0.000
C 3.74 -3.05 0.17 0.001
C 7.02 3.19 1.56 0.000
C -4.12 -1.74 -1.68 0.013
C -1.79 -2.47 3.32 0.000
C 0.13 -1.22 3.95 0.000
C 3.51 3.70 0.89 0.000
C 4.75 2.93 1.45 0.000
C -1.64 1.19 -4.88 0.086
C -4.78 -3.28 -3.51 0.093
C -3.45 -0.07 -0.12 0.002
C -1.41 3.70 -0.03 0.001
C -3.65 -2.31 -2.97 0.056
C 4.20 -1.74 0.77 0.001
H -4.13 -2.51 -0.91 0.002
H 7.86 3.72 1.12 0.000
H -0.40 -4.03 1.63 0.000
H -4.29 0.62 -0.05 0.001
H -3.55 -1.45 -3.63 0.033
H 2.36 3.00 2.55 0.000
H -1.35 -5.38 3.41 0.000
H -0.09 1.70 -2.09 0.001
H -2.28 -3.56 -3.80 0.066
H 3.87 -3.97 0.74 0.000
H -0.34 2.94 1.57 0.000
H 4.60 1.85 1.37 0.000
H -1.54 4.19 1.99 0.000
H 1.84 -3.34 0.67 0.000
H -0.61 3.22 -0.60 0.000
H 2.04 2.37 1.20 0.000
H -2.86 -5.73 2.70 0.000
H -1.20 -2.99 0.89 0.000
H -0.95 1.51 -5.67 0.009
H -4.45 -3.71 -4.45 0.046
H -2.35 -0.49 -5.29 0.122
H -2.48 -2.28 4.15 0.000
H -1.73 2.87 -3.47 0.003
H -2.05 1.25 -2.80 0.003
H -3.59 -0.81 0.67 0.000
H 4.32 -3.19 -0.75 0.001
H -1.29 -1.99 -2.54 0.004
H -3.23 -3.51 2.03 0.000
H 5.25 -1.75 1.04 0.000
H -0.34 -1.03 -1.60 0.002
H -2.77 -4.84 4.31 0.000
H 6.99 3.78 2.47 0.000
H 1.20 -1.09 4.16 0.000
H 7.39 2.18 1.71 0.000
H 4.44 5.62 0.79 0.000
H -2.59 0.55 0.17 0.000
H 2.66 -1.09 1.76 0.000
H -5.06 -4.11 -2.85 0.004
H 3.98 -0.92 0.08 0.000
H -0.04 -0.71 3.00 0.000
H -1.25 5.25 -1.07 0.000
H 4.84 3.20 2.50 0.000
H -5.14 -1.36 -1.79 0.006
H 3.45 3.49 -0.17 0.000
H -0.73 -0.58 -3.10 0.006
H 0.36 -1.81 -2.91 0.024
H 1.08 4.63 1.20 0.000
H -2.00 -1.64 2.65 0.000
H 3.63 5.41 2.33 0.000
H -5.70 -2.72 -3.65 0.016
H -2.63 1.43 -5.26 0.046
H 2.76 5.75 0.79 0.000
H -0.35 -0.54 4.65 0.000
H -2.71 -3.81 -2.26 0.007
H -2.28 3.08 0.22 0.000
```

Values from the calculation:
electronic energy	-51570.40578	eV
F_max	4.0	eV/Å
total charge	-1
2S+1	2
gap between HOMO and LUMO (alpha / beta)	2.30 / 9.43	eV
highest occupied orbital energy (alpha / beta)	0.092 / -7.043	eV